DFT (wB97M-V/def2-TZVPD) results for a cluster of 2 separate species, CH2Br2S in total at a distorted geometry.

LUMO energy (spin up / spin down) (eV): -0.977 / -0.977
Multiplicity: 1
Structure (SMILES): S=CBr.Br
HOMO energy (spin up / spin down) (Eh): -0.341 / -0.341
Energy above the lowest of the compared OMol25 structures with the same formula, charge and spin (kJ/mol): 133.0
Max |F| (hartree/bohr): 0.1957

Bonds (Å) are listed after each position.
Atoms and positions in Å:
1 C 1.60279 -0.45910 -0.27711  S2 1.642, Br3 1.869, H5 1.096
2 S 2.49527 0.23837 -1.46644  C1 1.642
3 Br 0.22096 -1.64004 -0.71316  C1 1.869
4 Br -2.51072 1.34056 1.04173  H6 1.203
5 H 1.50818 0.00643 0.71014  C1 1.096
6 H -3.31647 0.51377 0.70485  Br4 1.203

In elementary charge units, the Mulliken charges are: C -0.17; S -0.14; Br -0.02; Br -0.15; H 0.32; H 0.15

DFT (wB97M-V/def2-TZVPD) results for a cluster of 2 separate species, CH2BrFO2S in total at a distorted geometry.

LUMO energy (spin up / spin down) (eV): -0.568 / -3.547
Multiplicity: 1
HOMO energy (spin up / spin down) (Eh): -0.372 / -0.320
Energy above the lowest of the compared OMol25 structures with the same formula, charge and spin (kJ/mol): 276.0
Max |F| (hartree/bohr): 0.0504

Bonds (Å) are listed after each position.
Atoms and positions in Å:
1 C -1.51758 -0.87463 -0.14908  F4 1.289, H7 1.077, H8 1.078
2 O 2.11576 2.12656 -0.88976  S5 1.484
3 O 0.20982 0.91606 0.33550  S5 1.485
4 F -2.14314 -0.85380 0.97828  C1 1.289
5 S 1.58233 1.48425 0.33649  O2 1.484, O3 1.485, Br6 2.241
6 Br 2.74934 -0.41489 0.57063  S5 2.241
7 H -2.08164 -0.61565 -1.02912  C1 1.077
8 H -0.91490 -1.76791 -0.15295  C1 1.078

In elementary charge units, the Mulliken charges are: C -0.06; O -0.42; O -0.36; F -0.16; S 0.63; Br -0.10; H 0.26; H 0.23

DFT (wB97M-V/def2-TZVPD) results for the molecule CH2BrIO2S at a distorted geometry.

LUMO energy (eV): -0.439
Multiplicity: 1
HOMO energy (Eh): -0.381
Energy above the lowest of the compared OMol25 structures with the same formula, charge and spin (kJ/mol): 57.7
Max |F| (hartree/bohr): 0.1035

Bonds (Å) are listed after each position.
Atoms and positions in Å:
1 C -0.47998 0.85715 -0.07501  S4 1.848, I6 2.127, H7 1.075, H8 0.998
2 O 0.37148 -1.37930 1.25456  S4 1.401
3 O 0.35987 -1.44896 -1.20936  S4 1.409
4 S 0.44017 -0.74319 0.00799  C1 1.848, O2 1.401, O3 1.409, Br5 2.255, I6 2.946
5 Br 2.53628 0.08260 0.11161  S4 2.255
6 I -2.41320 -0.01456 0.09263  C1 2.127, S4 2.946
7 H -0.37052 1.43482 0.82440  C1 1.075
8 H -0.44408 1.21145 -1.00683  C1 0.998

In elementary charge units, the Mulliken charges are: C -0.77; O -0.43; O -0.44; S 0.87; Br -0.21; I 0.15; H 0.39; H 0.43

DFT (wB97M-V/def2-TZVPD) results for a cluster of 2 separate species, CH2BrIO2S in total at a distorted geometry.

LUMO energy (spin up / spin down) (eV): -2.006 / -1.572
Multiplicity: 1
HOMO energy (spin up / spin down) (Eh): -0.374 / -0.365
Energy above the lowest of the compared OMol25 structures with the same formula, charge and spin (kJ/mol): 401.6
Max |F| (hartree/bohr): 0.0636

Bonds (Å) are listed after each position.
Atoms and positions in Å:
1 C 0.54511 0.31188 -0.56666  S4 1.727, I6 2.091, H8 1.148
2 O -0.05135 -1.12947 1.60394  S4 1.469
3 O -1.09778 1.18967 1.19719  S4 1.450
4 S -0.54253 -0.06308 0.72175  C1 1.727, O2 1.469, O3 1.450, Br5 2.139, I6 3.004
5 Br -2.11959 -0.95263 -0.41666  S4 2.139
6 I 2.29832 0.86829 0.42674  C1 2.091, S4 3.004
7 H 0.73919 -1.37079 -1.67760  no bonds
8 H 0.22863 1.14612 -1.28870  C1 1.148

In elementary charge units, the Mulliken charges are: C -0.66; O -0.47; O -0.47; S 0.91; Br -0.12; I 0.18; H 0.25; H 0.40

DFT (wB97M-V/def2-TZVPD) results for the ion CH2BrN2 with charge +1 at a distorted geometry.

LUMO energy (eV): -6.052
Multiplicity: 1
Structure (SMILES): BrN1C=[NH+]1
HOMO energy (Eh): -0.569
Energy above the lowest of the compared OMol25 structures with the same formula, charge and spin (kJ/mol): 247.0
Max |F| (hartree/bohr): 0.0846
Net charge: +1

Bonds (Å) are listed after each position.
Atoms and positions in Å:
1 C 0.07137 -0.77892 0.01281  N2 1.257, N3 1.272, H5 1.131
2 N 0.59330 0.29973 -0.36828  C1 1.257, N3 1.601, Br4 1.779
3 N -0.56099 0.07075 0.71731  C1 1.272, N2 1.601, H6 1.002
4 Br 1.12328 1.78323 -1.19462  N2 1.779
5 H 0.23204 -1.88034 0.21268  C1 1.131
6 H -1.45900 0.50556 0.62010  N3 1.002

In elementary charge units, the Mulliken charges are: C 0.34; N -0.12; N -0.24; Br 0.35; H 0.35; H 0.32

DFT (wB97M-V/def2-TZVPD) results for the molecule CH2BrNO4 at a distorted geometry.

LUMO energy (eV): -0.797
Multiplicity: 1
Structure (SMILES): O=[N+]([O-])C(O)(O)Br
HOMO energy (Eh): -0.414
Energy above the lowest of the compared OMol25 structures with the same formula, charge and spin (kJ/mol): 150.0
Max |F| (hartree/bohr): 0.0960

Bonds (Å) are listed after each position.
Atoms and positions in Å:
1 C 0.00627 -0.37412 -0.17068  N2 1.560, O5 1.318, O6 1.475, Br7 2.084
2 N -0.05297 1.14842 0.16387  C1 1.560, O3 1.203, O4 1.195
3 O 0.90592 1.80175 -0.15553  N2 1.203
4 O -1.03219 1.50863 0.74546  N2 1.195
5 O 0.83838 -0.59401 -1.16853  C1 1.318, H8 0.924
6 O -1.35820 -0.88825 -0.39298  C1 1.475, H9 0.940
7 Br 0.75561 -1.16695 1.60540  C1 2.084
8 H 1.69172 -0.26427 -1.03799  O5 0.924
9 H -1.75453 -1.17120 0.41098  O6 0.940

In elementary charge units, the Mulliken charges are: C 0.31; N 1.00; O -0.56; O -0.50; O -0.42; O -0.45; Br -0.15; H 0.40; H 0.37

DFT (wB97M-V/def2-TZVPD) results for the molecule CH2BrNO4 at a distorted geometry.

LUMO energy (eV): -1.364
Multiplicity: 1
Structure (SMILES): O=[N+]([O-])C(O)(O)Br
HOMO energy (Eh): -0.399
Energy above the lowest of the compared OMol25 structures with the same formula, charge and spin (kJ/mol): 173.7
Max |F| (hartree/bohr): 0.0834

Bonds (Å) are listed after each position.
Atoms and positions in Å:
1 C -0.03279 0.28755 -0.11931  N2 1.468, O5 1.380, O6 1.305, Br7 2.105
2 N 0.13672 -1.16490 0.01302  C1 1.468, O3 1.234, O4 1.226
3 O -0.21027 -1.59728 1.11525  N2 1.234
4 O 0.71063 -1.76038 -0.89172  N2 1.226
5 O -0.76348 0.86479 0.89963  C1 1.380, H8 0.965
6 O -0.44577 0.47208 -1.34377  C1 1.305, H9 0.907
7 Br 1.85190 1.20832 0.05833  C1 2.105
8 H -0.95930 0.32713 1.67665  O5 0.965
9 H -0.28765 1.36268 -1.40808  O6 0.907

In elementary charge units, the Mulliken charges are: C 0.35; N 0.89; O -0.59; O -0.45; O -0.45; O -0.38; Br -0.17; H 0.38; H 0.43

DFT (wB97M-V/def2-TZVPD) results for a cluster of 2 separate species, CH2BrNOS in total at a distorted geometry.

LUMO energy (spin up / spin down) (eV): -1.544 / -1.524
Multiplicity: 1
HOMO energy (spin up / spin down) (Eh): -0.300 / -0.301
Energy above the lowest of the compared OMol25 structures with the same formula, charge and spin (kJ/mol): 392.1
Max |F| (hartree/bohr): 0.0588

Bonds (Å) are listed after each position.
Atoms and positions in Å:
1 C 0.56072 -0.82298 0.05150  N2 1.318, S4 1.588
2 N 0.83969 0.46149 -0.03868  C1 1.318, H6 0.992, H7 1.047
3 O -1.92111 -0.40830 -0.13028  Br5 1.736
4 S 0.84527 -2.37040 0.26350  C1 1.588
5 Br -2.15617 1.27392 0.22873  O3 1.736
6 H 0.03120 0.99930 -0.24387  N2 0.992
7 H 1.80040 0.86696 -0.13090  N2 1.047

In elementary charge units, the Mulliken charges are: C 0.63; N -0.26; O -0.59; S -0.14; Br -0.04; H 0.11; H 0.28